The molecule C4H3NS3 at a distorted geometry, computed with wB97M-V/def2-TZVPD.

```
! RIJCOSX wB97M-V def2-TZVPD def2/J DEFGRID3
* xyz 0 1
C 1.34667 0.54080 -0.21955
C -0.87312 -0.62271 -0.25271
C -1.45228 0.67789 -0.07567
C -2.22671 1.63997 0.16889
H 2.47376 -1.61772 0.04111
H 0.77319 1.40255 -0.30476
H -2.98339 2.50887 0.79572
N 0.51006 -0.60088 -0.20168
S 1.22165 -2.25438 0.13268
S 2.98899 0.18901 -0.00513
S -1.77881 -1.86339 -0.07890
*
```

Values from the calculation:
Electronic energy in hartree: -1403.352955
Maximum force in Eh/bohr: 0.113
SMILES: C#CC(=S)N(S)C=S
Relative energy (zero: lowest compared OMol25 entry of this formula, charge and spin) in eV: 4.342
Gap between HOMO and LUMO in eV: 7.21

=====

The molecule C5H7N at a distorted geometry, computed with wB97M-V/def2-TZVPD.

```
! RIJCOSX wB97M-V def2-TZVPD def2/J DEFGRID3
* xyz 0 1
C -0.52334 1.14348 -0.63920
C -1.13660 -0.17432 -0.30667
C 0.44572 0.05377 -0.89551
C 0.89829 -0.70735 0.35329
N 0.64648 -0.02555 1.58550
C -0.45051 -0.75985 0.96443
H -0.94354 1.63373 -1.51036
H -0.26102 1.83500 0.15186
H -0.84890 -0.83327 -1.19206
H 0.84300 -0.09914 -1.89906
H 1.61308 -1.51805 0.30516
H 0.62230 0.98661 1.51124
H -0.90496 -1.53506 1.57140
*
```

Values from the calculation:
Electronic energy in hartree: -249.279637
Maximum force in Eh/bohr: 0.036
SMILES: C1[C@@H]2[C@H]1[C@@H]1N[C@H]21
Relative energy (zero: lowest compared OMol25 entry of this formula, charge and spin) in eV: 5.268
Gap between HOMO and LUMO in eV: 9.13

=====

A cluster of 10 separate species, C30H55N10OP2S in total at a distorted geometry, computed with wB97M-V/def2-TZVPD.

```
! RIJCOSX wB97M-V def2-TZVPD def2/J DEFGRID3
* xyz 1 1
C 2.31494 -3.00023 1.40112
C 1.14167 -1.97358 1.52078
P 0.30638 -1.61570 -0.11696
C 0.37157 -3.07200 -1.27984
C 1.79915 -3.32483 -1.87906
P -1.81428 -1.24841 0.19967
S -1.92264 0.24068 1.78016
C -2.54328 -0.45419 -1.30174
C -4.09760 -0.18065 -1.19049
O -4.34289 1.16738 -1.60383
C -2.74821 -2.72785 0.84252
C -3.77102 -3.36648 -0.14933
C -3.14902 -3.86160 -1.48759
C -4.30592 -4.66157 0.57496
H 3.08475 -2.65627 0.68195
H 2.80839 -3.05407 2.39349
H 1.95207 -4.01364 1.15117
H 1.57147 -1.02980 1.91084
H 0.42064 -2.36909 2.27221
H -0.06704 -4.00088 -0.85211
H -0.26964 -2.80705 -2.14639
H 1.73164 -3.93999 -2.79944
H 2.46471 -3.86208 -1.18135
H 2.23065 -2.34543 -2.15615
H -2.40734 1.35943 1.18269
H -2.06197 0.54828 -1.38394
H -2.28127 -0.96329 -2.25258
H -4.60861 -0.83068 -1.91690
H -4.43034 -0.31135 -0.14119
H -3.80810 1.76380 -1.06272
H -3.31069 -2.44598 1.75988
H -1.98459 -3.49042 1.11692
H -4.67439 -2.74120 -0.29901
H -2.67198 -3.06937 -2.09512
H -2.43960 -4.69960 -1.34684
H -3.98711 -4.26623 -2.09712
H -3.47425 -5.42078 0.49826
H -4.43472 -4.48769 1.66182
H -5.19710 -5.07431 0.07750
C -3.27735 -8.69344 1.78848
C -2.30650 -7.63419 1.46132
N -1.54043 -6.81550 1.21003
H -4.21961 -8.50071 1.27716
H -2.88948 -9.65986 1.47048
H -3.45184 -8.71461 2.86305
C -2.94759 4.53113 3.63757
C -2.55084 3.23031 3.07466
N -2.24159 2.21743 2.63310
H -3.15877 4.42152 4.70067
H -2.14094 5.25129 3.50481
H -3.84041 4.89579 3.13089
C 1.92554 0.87197 -2.93246
C 0.99638 -0.20630 -3.31313
N 0.27440 -1.04674 -3.60603
H 1.96984 1.61901 -3.72304
H 1.58558 1.34514 -2.01565
H 2.91331 0.46449 -2.77498
C -7.34083 -0.84249 1.44253
C -7.16049 -2.17563 0.83782
N -7.02050 -3.21093 0.36893
H -7.12986 -0.88974 2.50994
H -6.66274 -0.12954 0.97492
H -8.36621 -0.50701 1.29617
C 6.33190 -0.18212 -1.93129
C 5.29647 0.86193 -2.03495
N 4.49538 1.67786 -2.11549
H 5.87288 -1.16710 -2.00869
H 7.05752 -0.06148 -2.73417
H 6.84304 -0.09982 -0.97347
C 0.03911 3.04154 0.53164
C 0.90721 3.49162 -0.57070
N 1.57907 3.84130 -1.42912
H -0.71784 3.79891 0.73325
H -0.45265 2.10836 0.26243
H 0.63422 2.88436 1.43090
C 6.48546 4.83287 -1.95190
C 7.78041 4.16855 -2.18140
N 8.78331 3.64574 -2.35978
H 6.49045 5.33496 -0.98537
H 6.29043 5.56173 -2.73696
H 5.68511 4.09231 -1.96105
C 3.07120 6.36891 1.93476
C 2.96339 4.91506 2.15512
N 2.87970 3.78552 2.32311
H 2.25595 6.70688 1.29677
H 3.01970 6.89151 2.88868
H 4.01972 6.59920 1.45261
C 0.46399 1.89529 5.01570
C 0.96740 1.49235 6.34135
N 1.35677 1.17963 7.37065
H -0.04479 2.85610 5.07978
H 1.28743 1.97429 4.30559
H -0.23274 1.13446 4.66408
C 3.98244 4.47615 -5.38178
C 4.98488 5.53939 -5.18709
N 5.76307 6.37180 -5.05018
H 4.30667 3.80493 -6.17573
H 3.86325 3.90797 -4.45880
H 3.02540 4.91754 -5.65559
*
```

Values from the calculation:
Electronic energy in hartree: -2879.428952
Maximum force in Eh/bohr: 0.077
Gap between HOMO and LUMO in eV: 8.79

=====

A cluster of 13 separate species, C33H65N20O15 in total at a distorted geometry, computed with wB97M-V/def2-TZVPD.

```
! RIJCOSX wB97M-V def2-TZVPD def2/J DEFGRID3
* xyz 1 1
C -0.83593 3.00625 -1.08655
C -1.37068 2.02639 -0.04848
N -0.45861 0.90970 0.21688
C 0.88911 0.94679 0.54239
C 1.23558 -0.29583 0.94631
N 0.09052 -1.06947 0.92414
C -0.90533 -0.29537 0.52082
C -0.06312 -2.42840 1.43579
H -0.19485 3.73674 -0.59290
H -1.65939 3.47810 -1.61888
H -0.24699 2.53929 -1.88067
H -2.26537 1.61011 -0.51512
H -1.66894 2.46450 0.90059
H 1.56036 1.78903 0.49471
H 2.21323 -0.66536 1.20703
H -1.91888 -0.64829 0.43004
H -0.92076 -2.44474 2.11139
H 0.74101 -2.63346 2.14634
H -0.10518 -3.11707 0.59941
C -4.63944 -0.84856 -1.59585
C -5.87602 -0.65971 -0.99021
C -6.23529 -1.37569 0.14772
C -5.32402 -2.25796 0.70557
C -4.09582 -2.45804 0.08629
C -3.74823 -1.76843 -1.06893
O -2.53663 -1.94760 -1.63501
O -7.43776 -1.15633 0.76726
H -4.32649 -0.12392 -2.33837
H -6.49346 0.10031 -1.45518
H -5.60926 -2.76510 1.61781
H -3.42687 -3.21594 0.47693
H -2.00261 -2.73475 -1.45456
H -7.74955 -0.26799 0.57586
C 4.05463 2.59088 3.90557
C 4.07987 1.34312 4.53393
C 2.92842 0.61044 4.71681
C 1.69297 1.16856 4.37847
C 1.65391 2.43126 3.80391
C 2.82744 3.15683 3.59372
O 2.69357 4.40993 3.08545
O 3.02446 -0.70859 5.04501
H 4.94943 3.16455 3.70858
H 5.04999 0.94619 4.80666
H 0.75249 0.66093 4.56190
H 0.73456 2.76484 3.33784
H 3.08411 4.55608 2.19052
H 2.18480 -1.09814 5.31515
C 3.96472 -0.93035 -1.44408
C 3.16621 -2.05440 -1.48970
C 3.15113 -2.89189 -0.37861
C 4.04268 -2.67059 0.66913
C 4.85215 -1.53419 0.67678
C 4.85112 -0.66503 -0.40310
O 5.76447 0.37070 -0.56080
O 2.50508 -4.10703 -0.47984
H 3.89889 -0.21054 -2.25760
H 2.42654 -2.13326 -2.27310
H 4.01881 -3.28742 1.55872
H 5.55961 -1.36694 1.48014
H 6.11490 0.17751 -1.43692
H 2.41503 -4.44768 0.43330
C 1.45669 -5.83592 2.72259
O 2.18544 -5.01855 2.16951
N 1.71412 -6.20110 4.02642
N 0.38783 -6.42946 2.14172
H 1.30476 -7.07399 4.31028
H 2.58242 -5.82342 4.36723
H 0.21555 -6.22476 1.17231
H 0.01964 -7.24914 2.58878
C -3.42973 5.33371 -3.51176
O -2.83764 5.34127 -2.43706
N -2.77629 5.28743 -4.70331
N -4.79007 5.44431 -3.59829
H -1.78461 5.44840 -4.71636
H -3.26454 5.19879 -5.57426
H -5.28779 5.67255 -2.75701
H -5.22856 5.69891 -4.46454
C 0.33738 7.09629 -4.04493
O -0.27886 7.59068 -4.97451
N 1.66871 6.75784 -4.08615
N -0.28527 6.75428 -2.87639
H 2.28407 7.00249 -3.32850
H 2.07931 6.85400 -5.00001
H 0.08983 5.98914 -2.34594
H -1.28314 6.83769 -2.76348
C -1.18101 -5.57355 -0.79088
O -1.56410 -4.42410 -0.97067
N 0.09177 -5.94201 -1.10235
N -1.95449 -6.60123 -0.36616
H 0.35898 -6.88527 -1.32277
H 0.81173 -5.24307 -1.22353
H -1.57391 -7.50666 -0.16686
H -2.95260 -6.48498 -0.38192
C -0.49307 -0.35952 -4.27190
O -1.11183 0.68907 -4.31620
N 0.03992 -0.91681 -3.13502
N -0.39408 -1.20169 -5.35065
H 0.35040 -1.86846 -3.09910
H 0.20426 -0.30779 -2.35343
H 0.18129 -2.01572 -5.24799
H -0.72370 -0.82049 -6.21665
C 2.19516 2.24391 -4.37753
O 2.22566 1.99392 -3.17228
N 1.03123 2.47988 -5.02824
N 3.32520 2.58069 -5.08312
H 0.22760 2.21397 -4.46804
H 0.90999 2.78018 -5.97580
H 4.20181 2.33906 -4.66196
H 3.24354 2.94999 -6.01074
C -0.07772 -3.25853 5.22212
O 1.07448 -2.96379 4.92679
N -0.53232 -4.54130 5.29555
N -1.01076 -2.28175 5.47304
H 0.10338 -5.30834 5.13986
H -1.50695 -4.62496 5.51558
H -0.70461 -1.32881 5.41909
H -1.93301 -2.53282 5.77323
C 3.30452 3.91000 -0.34169
O 3.55189 4.58289 0.66181
N 2.48499 4.37620 -1.31086
N 3.47679 2.56432 -0.31148
H 1.95766 5.21578 -1.17961
H 2.21275 3.73600 -2.04070
H 3.37312 1.98131 -1.12938
H 4.01656 2.19449 0.45408
C -3.72325 -0.22332 3.18107
O -2.57079 -0.02714 2.82384
N -4.66591 0.76370 3.14916
N -4.12865 -1.36764 3.83004
H -5.64611 0.60238 3.28032
H -4.30140 1.68692 3.00152
H -4.91411 -1.31799 4.44916
H -3.42589 -2.08324 3.84459
*
```

Values from the calculation:
Electronic energy in hartree: -3520.396365
Maximum force in Eh/bohr: 0.059
Gap between HOMO and LUMO in eV: 6.97